Formula: C35H78BO19P4Si
Source: the Open Molecules 2025 dataset
Level of theory: ωB97M-V with the def2-TZVPD basis set

Positions of all 138 atoms, in Å:
C 8.60908 4.21163 -1.27325
C 8.63686 3.46742 -2.71045
C 8.14175 1.94119 -2.56163
B 6.77107 1.76859 -1.64714
O 6.25589 0.40097 -1.88752
C 4.81104 0.52044 -2.03596
C 3.92565 -0.68496 -1.45094
C 2.55774 -0.76403 -2.29907
C 1.23126 -0.89922 -1.38452
C -0.00066 -0.25835 -2.24326
C -1.41875 -0.90631 -1.87834
C -2.68636 0.00969 -2.22391
C -3.02005 1.10988 -1.06592
C -4.07889 2.16391 -1.66786
Si -3.69387 4.00172 -1.30373
C -3.31820 4.39648 0.53101
C -5.31716 4.98586 -1.73530
C -2.35640 4.63744 -2.54369
C -1.16712 3.68403 -2.89760
C -0.03838 4.01033 -3.89325
C -0.04854 5.41068 -4.59297
C -1.21213 6.36362 -4.26197
C -2.36361 6.03384 -3.26113
C 4.38312 2.04950 -1.73732
C 3.88545 2.46463 -0.27275
O 3.72200 3.92313 -0.25355
C 2.42689 4.22873 0.35116
O 5.66232 2.70465 -2.00031
H 9.39586 5.05474 -1.32085
H 8.94705 3.47333 -0.47385
H 7.57815 4.61713 -1.00620
H 8.10745 4.06195 -3.52627
H 9.75477 3.43293 -3.01650
H 8.98596 1.39034 -1.99033
H 7.94884 1.46101 -3.58460
H 7.03811 1.85463 -0.46946
H 4.65356 0.42698 -3.17616
H 3.71395 -0.61621 -0.33173
H 4.50242 -1.66572 -1.65120
H 2.48614 0.19761 -2.91639
H 2.53737 -1.64620 -3.02598
H 1.01886 -1.98719 -1.06348
H 1.36358 -0.19151 -0.48173
H 0.28944 -0.43746 -3.34816
H 0.07268 0.86939 -2.07953
H -1.39486 -1.25405 -0.77637
H -1.52288 -1.86049 -2.52475
H -3.60379 -0.69712 -2.21839
H -2.65555 0.47016 -3.26757
H -3.57729 0.51152 -0.25113
H -2.06151 1.59556 -0.68434
H -4.06687 2.04417 -2.81921
H -5.16216 1.97722 -1.31171
H -4.22025 4.02270 1.15119
H -2.35808 3.93811 0.94024
H -3.25675 5.53204 0.74240
H -5.26352 5.30723 -2.82704
H -6.17479 4.27831 -1.48402
H -5.36040 5.92129 -1.07890
H -1.14829 2.67816 -2.37091
H 0.77373 3.23078 -4.11087
H 0.77581 5.71706 -5.33191
H -1.27407 7.39016 -4.77633
H -3.20167 6.76977 -3.03120
H 3.64179 2.51082 -2.49201
H 2.89538 1.94692 0.03101
H 4.66312 2.10855 0.50472
H 2.25799 5.36645 0.33772
H 2.39531 3.80350 1.42548
H 1.57879 3.72405 -0.23803
C -7.20853 12.79178 1.23470
O -7.33385 11.92474 0.10833
P -6.27163 10.56934 0.12515
O -6.67045 10.19710 -1.29892
O -7.22466 9.79680 1.20984
C -8.52738 9.39686 0.81263
O -5.12740 9.29896 0.25492
C -4.25142 9.10253 -0.84439
H -7.87443 13.64432 1.09351
H -7.49689 12.26873 2.15101
H -6.18110 13.15203 1.32189
H -8.73766 9.59481 -0.23834
H -9.25678 9.93613 1.42308
H -8.63662 8.32749 1.00128
H -3.93115 10.05945 -1.26269
H -4.74278 8.49845 -1.61022
H -3.37339 8.55669 -0.49446
C -1.41014 -1.51625 4.39118
O -1.14032 -2.27473 3.21305
P 0.32211 -3.18228 3.26403
O 0.18655 -3.54508 1.79002
O -0.39046 -4.31918 4.20382
C -1.44214 -5.09753 3.65510
O 1.81510 -4.00583 3.44073
C 2.78996 -3.80566 2.42493
H -2.31812 -0.93339 4.22957
H -1.56741 -2.18237 5.24445
H -0.58183 -0.83582 4.60049
H -1.62792 -4.89463 2.60034
H -2.35629 -4.88746 4.21687
H -1.19480 -6.15418 3.77351
H 2.80052 -2.76577 2.09052
H 2.59068 -4.47075 1.58194
H 3.76968 -4.05497 2.83536
C 3.93181 -6.53885 -4.99620
O 3.91784 -6.40757 -3.57565
P 2.36359 -6.10798 -2.89836
O 2.97495 -5.85211 -1.52494
O 1.95533 -7.68703 -3.05988
C 2.65067 -8.65405 -2.28965
O 0.76760 -5.76838 -2.37327
C 0.58555 -4.61150 -1.56886
H 4.96507 -6.66047 -5.32431
H 3.35982 -7.41975 -5.30230
H 3.51231 -5.64471 -5.46242
H 3.36602 -8.21719 -1.59288
H 3.18772 -9.31940 -2.97128
H 1.92248 -9.24268 -1.72853
H 1.21098 -3.78891 -1.92168
H 0.81644 -4.84166 -0.52682
H -0.46191 -4.31057 -1.62840
C -1.91697 -10.12683 3.99800
O -1.97255 -9.52926 5.28778
P -1.51118 -10.57735 6.57349
O -1.96165 -9.52353 7.57989
O 0.07404 -10.36846 6.21585
C 0.63924 -9.07208 6.35604
O -1.08918 -11.67744 7.82016
C -2.01803 -11.83975 8.88021
H -2.28119 -9.40848 3.26224
H -0.88582 -10.39238 3.74846
H -2.54697 -11.01867 3.97081
H -0.05554 -8.34024 6.76776
H 0.96341 -8.73000 5.36977
H 1.51216 -9.13773 7.00767
H -3.04441 -11.83810 8.50616
H -1.88383 -11.04483 9.61655
H -1.82023 -12.79649 9.36681

Values from the calculation:
LUMO energy = -1.602 eV
charge = -1
energy relative to the best compared isomer or geometry (same formula, charge and spin) = 14.8941 eV
highest occupied orbital energy = -3.72 eV
Kohn-Sham gap = 2.11 eV

Formula: C54H114N6O6
Source: the Open Molecules 2025 dataset
Level of theory: ωB97M-V with the def2-TZVPD basis set

Positions of all 180 atoms, in Å:
C -14.38000 9.16363 -4.72785
C -12.96214 8.90932 -4.09570
C -12.00673 9.67259 -5.05965
C -10.64413 9.85921 -4.39607
C -10.90748 10.53109 -3.04732
C -11.82309 9.89123 -1.93400
N -13.00623 9.47187 -2.67320
O -13.99123 8.98883 -1.74855
C -11.11993 8.59136 -1.26399
C -12.00652 10.94900 -0.89445
C -12.63226 7.34207 -4.10217
H -14.25756 9.21971 -5.80950
H -14.78408 10.10295 -4.35039
H -15.11157 8.39669 -4.47347
H -11.74849 9.09384 -5.94648
H -12.45217 10.58524 -5.45559
H -10.06985 10.43812 -5.11939
H -10.24532 8.86559 -4.19170
H -11.38606 11.48160 -3.28309
H -9.87685 10.52239 -2.69260
H -10.37513 8.16041 -1.93307
H -10.53732 8.82460 -0.37277
H -11.74935 7.81519 -0.82869
H -12.34858 11.92711 -1.23269
H -12.74286 10.62232 -0.16016
H -10.99697 11.05490 -0.49735
H -11.83690 6.95012 -4.73610
H -13.52572 6.83748 -4.46991
H -12.43297 6.93847 -3.10945
H -13.47979 8.22908 -1.46078
C -15.24592 17.79064 -1.03549
C -14.96815 16.66636 -0.11540
C -16.23172 16.53596 0.77965
C -17.47853 15.84686 0.16371
C -17.06591 14.53732 -0.34684
C -15.80757 14.56534 -1.39876
N -14.74304 15.38303 -0.88126
O -13.63302 15.47791 -1.53094
C -15.32261 13.11547 -1.43165
C -16.09214 15.05385 -2.82394
C -13.82201 17.04729 0.88085
H -14.55615 17.97301 -1.85954
H -15.27332 18.68640 -0.41504
H -16.19727 17.61702 -1.53837
H -15.89367 15.85609 1.56170
H -16.58496 17.40745 1.33085
H -18.01182 16.45476 -0.56715
H -18.23200 15.70054 0.93764
H -17.90181 14.14001 -0.92262
H -16.75230 13.87049 0.45634
H -16.13107 12.46081 -1.75709
H -14.58176 13.02808 -2.22639
H -14.94698 12.70599 -0.49393
H -15.23204 15.57133 -3.24885
H -16.42865 14.21130 -3.42808
H -16.90380 15.77831 -2.75719
H -12.88614 17.30295 0.38397
H -13.54643 16.34535 1.66789
H -13.99676 18.00517 1.37077
H -13.02393 15.02605 -0.94235
C -20.84767 20.51926 -3.59235
C -20.53647 19.57090 -2.45500
C -19.93515 20.35671 -1.25612
C -20.96843 21.24014 -0.54365
C -22.11840 20.36072 0.01681
C -22.74455 19.42915 -1.07558
N -21.68502 18.72382 -1.90926
O -22.11426 17.84046 -2.86623
C -23.39362 18.20433 -0.30652
C -23.84481 20.23188 -1.81338
C -19.40299 18.65888 -2.91681
H -21.44066 20.04276 -4.37300
H -19.93110 20.90713 -4.03683
H -21.37664 21.42901 -3.30838
H -19.41438 19.73599 -0.52701
H -19.18884 21.09682 -1.54481
H -21.31876 21.90638 -1.33200
H -20.37373 21.76244 0.20578
H -22.86781 20.95526 0.53931
H -21.64880 19.78414 0.81376
H -24.02406 17.53465 -0.89147
H -22.63427 17.64492 0.23988
H -24.10323 18.54461 0.44764
H -23.55925 21.20443 -2.21427
H -24.35189 19.63181 -2.56895
H -24.60647 20.48000 -1.07418
H -19.19168 17.67285 -2.50306
H -18.52756 19.10616 -3.38764
H -19.79566 18.09043 -3.75989
H -22.14203 16.99006 -2.42167
C -18.12732 20.89731 3.79194
C -16.62244 21.05666 3.59891
C -16.28637 22.54217 4.01907
C -14.90465 22.90079 4.27600
C -14.52195 21.88869 5.40168
C -14.47184 20.44025 4.94827
N -15.92405 20.19734 4.48079
O -16.33770 18.91402 4.45411
C -13.51305 20.03316 3.79373
C -14.24573 19.84163 6.31786
C -16.23421 20.78577 2.07583
H -18.52929 21.84809 3.44186
H -18.32251 20.70481 4.84689
H -18.43189 20.01579 3.22780
H -16.43951 23.17361 3.14389
H -16.94746 22.89318 4.81144
H -14.78700 23.93056 4.61337
H -14.26844 22.73916 3.40583
H -15.23142 22.03781 6.21563
H -13.53586 22.20522 5.74157
H -13.62492 19.04489 3.34774
H -13.49923 20.78594 3.00555
H -12.54369 20.07903 4.29005
H -15.09123 20.10973 6.95138
H -14.22873 18.75916 6.44464
H -13.31050 20.26017 6.68969
H -16.17018 19.73786 1.78275
H -15.28713 21.19243 1.72120
H -16.94524 21.25139 1.39338
H -16.80437 18.92362 5.29299
C -16.52340 10.70399 1.62309
C -15.84882 9.95050 2.76907
C -14.28338 9.68457 2.50462
C -13.35805 10.78823 2.72513
C -13.64168 11.29709 4.13527
C -15.06426 11.65616 4.53856
N -15.97458 10.56522 4.08242
O -17.32295 10.71321 4.36674
C -15.16371 11.86151 6.05098
C -15.43670 13.00078 3.84102
C -16.41653 8.49470 2.75993
H -17.61169 10.76339 1.60906
H -16.01857 10.40182 0.70552
H -16.25124 11.75684 1.69749
H -14.00253 8.85830 3.15768
H -14.10421 9.24561 1.52313
H -13.51958 11.66195 2.09377
H -12.35652 10.40956 2.52103
H -12.86548 12.04674 4.28902
H -13.37143 10.52631 4.85705
H -16.15470 11.93815 6.49838
H -14.74549 10.99481 6.56286
H -14.39594 12.55343 6.39723
H -15.20747 13.09363 2.77945
H -16.46344 13.30316 4.04713
H -14.79201 13.74854 4.30288
H -17.48431 8.64627 2.91794
H -16.12384 7.87500 3.60751
H -16.43378 8.03032 1.77396
H -17.61821 9.87198 4.72275
C -8.01009 16.85570 -0.52530
C -8.81027 16.67583 -1.87125
C -8.12627 17.65181 -2.88510
C -8.50851 17.35621 -4.29068
C -8.23913 15.83509 -4.61586
C -8.88083 14.80336 -3.64438
N -8.65743 15.26527 -2.21040
O -9.40165 14.36517 -1.36487
C -10.40306 14.65473 -4.17367
C -8.07078 13.49492 -3.76121
C -10.40659 16.98458 -1.69084
H -7.68617 17.88426 -0.36638
H -7.05605 16.33612 -0.61449
H -8.49155 16.44416 0.36179
H -8.61733 18.60022 -2.66718
H -7.06460 17.80070 -2.68814
H -8.03829 18.08833 -4.94718
H -9.58321 17.50361 -4.39746
H -7.15150 15.80799 -4.54926
H -8.54067 15.70827 -5.65562
H -10.44515 14.33314 -5.21429
H -11.01338 13.93133 -3.63301
H -10.92266 15.58920 -3.96177
H -8.18941 13.06296 -4.75491
H -7.06424 13.72983 -3.41509
H -8.57152 12.80279 -3.08423
H -11.09242 16.67176 -2.47816
H -10.53438 18.06705 -1.68567
H -10.84580 16.40673 -0.87764
H -8.57769 14.03284 -1.00121

Values from the calculation:
LUMO energy (alpha / beta) = 2.016 / 2.025 eV
<S²> = 0.750
charge = -1
energy relative to the best compared isomer or geometry (same formula, charge and spin) = 2.8890 eV
highest occupied orbital energy (alpha / beta) = 0.80 / -5.51 eV
spin multiplicity = 2
Kohn-Sham gap (alpha / beta) = 1.22 / 7.53 eV